No. 1
This record from the OMol25 dataset describes a structure of composition C26H16ClFN2O2OsS4 in a non-equilibrium geometry. The level of theory is ωB97M-V/def2-TZVPD.

Computed properties:
Spin multiplicity ... 5
E_tot ... -3503.869461 a.u.

```
53
C26H16ClFN2O2OsS4, DFT ωB97M-V/def2-TZVPD
Os 0.984 0.143 -0.010
Cl 1.507 6.184 4.035
C 1.693 4.851 2.960
C 2.647 4.911 1.942
C 2.780 3.847 1.081
C 1.961 2.701 1.171
O 2.075 1.785 0.269
C 1.011 2.630 2.255
C 0.165 1.527 2.491
N 0.174 0.357 1.851
C -0.708 -0.641 2.183
C -1.503 -0.705 3.340
C -2.379 -1.759 3.525
C -2.482 -2.788 2.607
C -1.700 -2.775 1.441
C -1.729 -3.788 0.460
C -0.915 -3.682 -0.649
C -0.110 -2.568 -0.805
N -0.069 -1.576 0.098
C -0.821 -1.685 1.224
C 0.909 3.734 3.123
H 3.277 5.782 1.841
H 3.517 3.865 0.292
H -0.594 1.673 3.251
H -1.431 0.050 4.106
H -2.995 -1.774 4.412
H -3.148 -3.617 2.780
H -2.380 -4.634 0.598
H -0.878 -4.459 -1.397
H 0.505 -2.455 -1.687
H 0.200 3.702 3.935
O 5.773 -2.973 -4.126
C 4.946 -2.497 -3.416
S 3.543 -1.576 -3.997
C 2.909 -1.116 -2.430
C 3.558 -1.617 -1.321
S 3.106 -1.301 0.286
S 4.965 -2.623 -1.638
S 1.573 -0.056 -2.391
F -3.964 -0.925 -4.688
C -3.150 -0.439 -3.728
C -2.176 0.481 -4.074
C -1.384 1.018 -3.080
C -1.542 0.645 -1.741
C -0.731 1.269 -0.688
C -2.530 -0.300 -1.433
C -3.330 -0.847 -2.416
H -2.057 0.786 -5.101
H -0.640 1.756 -3.339
H -1.339 1.427 0.202
H -0.307 2.222 -1.020
H -2.684 -0.603 -0.408
H -4.099 -1.566 -2.177
```


No. 2
This record from the OMol25 dataset describes a structure of composition C26H17Br3NOW. The level of theory is ωB97M-V/def2-TZVPD.

Computed properties:
Energy relative to the best compared isomer or geometry (same formula, charge and spin) ... 0.000 eV
Spin multiplicity ... 3
Total charge ... +1

```
49
C26H17Br3NOW, DFT ωB97M-V/def2-TZVPD
W -0.080 0.122 0.059
Br 0.302 0.660 2.669
C 2.184 0.324 2.694
C 2.865 0.361 3.871
C 4.260 0.160 3.833
C 4.891 -0.044 2.639
C 4.167 -0.070 1.423
C 4.816 -0.250 0.175
C 4.106 -0.253 -0.988
C 2.703 -0.100 -0.963
C 2.002 0.070 0.220
C 2.764 0.104 1.435
H 2.359 0.545 4.808
H 4.821 0.180 4.757
H 5.964 -0.184 2.607
H 5.892 -0.378 0.165
H 4.610 -0.378 -1.937
H 2.172 -0.121 -1.906
C -1.543 -2.172 2.273
C -1.758 -2.495 0.831
C -2.518 -3.622 0.485
C -2.740 -3.953 -0.823
C -2.199 -3.155 -1.846
C -2.349 -3.386 -3.238
Br -3.346 -4.863 -3.850
C -1.775 -2.545 -4.147
C -1.025 -1.431 -3.718
Br -0.235 -0.296 -4.981
C -0.859 -1.168 -2.381
O -0.171 -0.138 -1.895
C -1.449 -2.038 -1.444
N -1.231 -1.711 -0.116
H -2.006 -2.930 2.899
H -1.988 -1.208 2.520
H -0.480 -2.131 2.507
H -2.926 -4.228 1.280
H -3.328 -4.825 -1.079
H -1.890 -2.725 -5.206
C -2.965 4.007 -0.043
C -3.283 2.784 -0.616
C -2.378 1.736 -0.545
C -1.160 1.882 0.138
C -0.859 3.122 0.713
C -1.751 4.178 0.608
H -3.662 4.832 -0.112
H -4.223 2.652 -1.135
H -2.633 0.801 -1.040
H 0.077 3.272 1.236
H -1.501 5.136 1.044
```